Record 1
A 8-piece molecular cluster, C28H39N8O5P overall in a non-equilibrium geometry, computed with ωB97M-V with the def2-TZVPD basis set.

Output
HOMO level = -10.1 eV
SMILES = CCOP(=O)(CCc1cccc2c1C(=O)NC2=O)OCC.CC#N.CC#N.CC#N.CC#N.CC#N.CC#N.CC#N
Total energy = -61116.826 eV
Total charge = 0

Atoms and positions in Å:
C: -2.171 -2.110 -0.078
C: -1.011 -1.541 -0.889
O: -1.391 -0.347 -1.601
P: -0.673 1.031 -1.276
O: -1.098 2.121 -2.157
C: -1.081 1.352 0.448
C: -0.590 2.708 0.997
C: -0.131 2.685 2.435
C: 0.523 1.609 3.003
C: 0.941 1.601 4.339
C: 0.711 2.686 5.165
C: 0.063 3.762 4.608
C: -0.346 3.773 3.283
C: -1.031 5.069 3.034
O: -1.527 5.499 2.026
N: -1.062 5.781 4.282
C: -0.334 5.033 5.249
O: -0.151 5.389 6.385
O: 0.876 0.648 -1.419
C: 1.879 0.979 -0.455
C: 3.165 0.262 -0.834
H: -2.909 -1.340 0.142
H: -1.800 -2.485 0.879
H: -2.627 -2.956 -0.587
H: -0.155 -1.343 -0.238
H: -0.660 -2.260 -1.630
H: -2.174 1.360 0.418
H: -0.812 0.511 1.090
H: 0.212 3.116 0.375
H: -1.401 3.429 0.913
H: 0.703 0.715 2.424
H: 1.440 0.716 4.714
H: 1.023 2.687 6.202
H: -0.749 6.741 4.194
H: 2.036 2.061 -0.443
H: 1.563 0.653 0.538
H: 3.272 0.227 -1.916
H: 4.018 0.776 -0.385
H: 3.168 -0.758 -0.445
C: -2.384 -0.525 6.227
C: -1.543 -0.779 5.066
N: -0.862 -0.959 4.163
H: -2.209 0.486 6.592
H: -3.433 -0.629 5.956
H: -2.141 -1.234 7.016
C: 3.148 1.182 8.337
C: 2.131 0.173 8.075
N: 1.323 -0.609 7.858
H: 2.987 1.620 9.320
H: 4.138 0.732 8.305
H: 3.092 1.964 7.583
C: -0.458 -4.742 -3.820
C: -0.796 -5.029 -2.433
N: -1.044 -5.243 -1.335
H: -1.062 -3.909 -4.175
H: 0.590 -4.463 -3.898
H: -0.641 -5.615 -4.442
C: 0.895 -4.356 -7.710
C: 0.718 -5.642 -7.049
N: 0.563 -6.639 -6.506
H: 0.117 -3.670 -7.383
H: 1.864 -3.938 -7.445
H: 0.831 -4.471 -8.790
C: 2.197 -0.246 -6.668
C: 1.616 -1.302 -5.851
N: 1.141 -2.123 -5.209
H: 2.666 0.498 -6.028
H: 2.946 -0.664 -7.339
H: 1.418 0.232 -7.258
C: 1.381 -5.527 -12.375
C: 0.811 -4.390 -11.664
N: 0.360 -3.494 -11.110
H: 1.533 -6.356 -11.685
H: 0.705 -5.843 -13.166
H: 2.337 -5.247 -12.813
C: -3.741 5.443 6.326
C: -4.829 4.584 6.778
N: -5.682 3.903 7.124
H: -2.795 5.086 6.729
H: -3.691 5.439 5.239
H: -3.903 6.463 6.668

Record 2
C7H7Cl2O3P as an isolated structure in a non-equilibrium geometry, computed with ωB97M-V with the def2-TZVPD basis set.

Output
HOMO level = -9.0 eV
Total energy = -47845.887 eV
Total charge = 0

Atoms and positions in Å:
C: -1.631 -0.225 1.865
C: -2.561 -0.380 0.884
C: 0.260 -0.234 -2.025
C: 1.090 -0.726 -1.090
C: 0.746 -0.702 0.311
C: -0.890 0.547 0.925
C: 2.367 -1.468 -1.343
O: 1.008 -1.426 1.185
O: 0.088 2.847 -0.244
O: -1.916 0.433 -0.084
P: -0.419 2.281 0.998
Cl: 0.993 2.287 2.434
Cl: -1.883 3.449 1.741
H: -1.487 -0.698 2.835
H: -3.529 -0.962 0.583
H: 0.359 -0.152 -3.095
H: -0.743 0.154 -1.876
H: 2.241 -2.600 -0.989
H: 3.133 -1.159 -0.633
H: 2.775 -1.269 -2.381

Record 3
One molecule with the formula C17H27ClN2O3S2, computed with ωB97M-V with the def2-TZVPD basis set.

Output
HOMO level = -8.7 eV
SMILES = CCS[C@H](C)C(=O)N(C)CCOCCN(C)C(=O)c1c(C)csc1Cl
Total energy = -61383.160 eV
Total charge = 0

Atoms and positions in Å:
C: -1.607 2.332 -1.855
C: -1.393 0.850 -1.587
S: -2.595 0.287 -0.356
C: -1.984 -1.406 -0.041
C: -2.368 -2.372 -1.149
C: -2.613 -1.841 1.287
O: -3.643 -2.496 1.284
N: -2.015 -1.482 2.454
C: -2.693 -1.890 3.676
C: -0.856 -0.619 2.591
C: -1.225 0.804 3.012
O: -0.092 1.654 2.940
C: 0.256 2.020 1.616
C: 1.759 1.817 1.420
N: 2.144 1.482 0.056
C: 2.260 2.586 -0.879
C: 2.218 0.169 -0.281
O: 1.760 -0.712 0.438
C: 2.936 -0.210 -1.538
C: 2.445 -1.203 -2.454
C: 1.123 -1.896 -2.328
C: 3.338 -1.458 -3.444
S: 4.790 -0.562 -3.284
C: 4.196 0.196 -1.871
Cl: 5.218 1.276 -1.013
H: -0.905 2.688 -2.610
H: -2.617 2.521 -2.219
H: -1.464 2.918 -0.945
H: -1.512 0.277 -2.508
H: -0.387 0.669 -1.200
H: -0.898 -1.344 0.046
H: -1.956 -3.363 -0.947
H: -3.450 -2.460 -1.210
H: -1.981 -2.028 -2.108
H: -2.979 -2.937 3.612
H: -2.011 -1.748 4.514
H: -3.600 -1.307 3.849
H: -0.184 -1.050 3.338
H: -0.291 -0.590 1.665
H: -2.035 1.178 2.377
H: -1.561 0.830 4.049
H: -0.281 1.400 0.893
H: -0.039 3.061 1.444
H: 2.321 2.705 1.715
H: 2.059 0.992 2.062
H: 2.483 2.218 -1.876
H: 1.316 3.137 -0.921
H: 3.050 3.273 -0.571
H: 0.982 -2.594 -3.151
H: 1.066 -2.439 -1.385
H: 0.298 -1.184 -2.344
H: 3.219 -2.148 -4.264

Record 4
One molecule with the formula C7H13NO in a non-equilibrium geometry, computed with ωB97M-V with the def2-TZVPD basis set.

Output
HOMO level = -8.0 eV
SMILES = C=C(O)N(C)C(=C)CC
Total energy = -11005.390 eV
Total charge = 0

Atoms and positions in Å:
C: -1.852 -0.983 2.027
C: -1.693 -0.006 1.134
O: -2.720 0.872 0.912
N: -0.325 0.329 0.499
C: 0.618 1.019 1.385
C: -0.202 0.205 -0.859
C: -1.115 -0.138 -1.778
C: 1.376 0.277 -1.413
C: 2.183 -0.950 -1.035
H: -1.060 -1.691 2.232
H: -2.816 -1.156 2.495
H: -2.365 1.490 0.252
H: 0.121 1.399 2.284
H: 1.394 0.324 1.718
H: 1.078 1.876 0.885
H: -2.157 -0.285 -1.518
H: -0.837 -0.348 -2.805
H: 1.315 0.356 -2.504
H: 1.861 1.201 -1.091
H: 3.081 -1.024 -1.659
H: 1.605 -1.870 -1.167
H: 2.510 -0.897 0.007

Record 5
One molecule with the formula C3H2N2O2S in a non-equilibrium geometry, computed with ωB97M-V with the def2-TZVPD basis set.

Output
HOMO level = -8.9 eV
SMILES = Oc1ncoc(=S)n1
Total energy = -21051.933 eV
Total charge = 0

Atoms and positions in Å:
O: 1.502 1.530 0.863
C: 0.590 0.612 0.446
N: 0.226 -0.431 1.225
C: -0.769 -1.098 0.595
O: -1.163 -1.055 -0.641
C: -0.383 0.068 -1.478
S: -0.449 -0.206 -3.047
N: 0.275 1.020 -0.867
H: 1.439 1.452 1.881
H: -1.268 -1.892 1.021

Record 6
C41H34HgN2OP2S as an isolated structure, computed with ωB97M-V with the def2-TZVPD basis set.

Output
HOMO level (spin up / spin down) = -8.4 / -10.5 eV
<S²> = 0.7564
Total energy = -81677.446 eV
2S+1 = 2
Total charge = +1

Atoms and positions in Å:
Hg: -0.966 -0.420 -0.370
O: 1.406 -3.650 -1.063
S: 1.065 -2.213 -1.133
C: 1.187 -1.674 -2.840
C: 1.868 -2.545 -3.686
C: 2.107 -2.173 -4.996
C: 1.659 -0.936 -5.448
C: 0.930 -0.110 -4.611
C: 0.665 -0.453 -3.284
P: -0.702 0.699 -2.476
C: -2.418 1.554 -2.455
C: -3.215 1.461 -3.584
C: -4.509 1.975 -3.576
C: -5.008 2.583 -2.436
C: -4.211 2.684 -1.300
C: -2.925 2.169 -1.310
C: 0.377 2.145 -2.165
C: -0.105 3.452 -2.246
C: 0.726 4.531 -1.977
C: 2.049 4.328 -1.617
C: 2.545 3.033 -1.547
C: 1.719 1.955 -1.823
C: 2.460 -1.303 -0.427
C: 3.700 -1.464 -1.029
C: 4.813 -0.831 -0.504
C: 4.684 -0.036 0.627
C: 3.450 0.109 1.239
C: 2.320 -0.529 0.728
P: 0.712 -0.298 1.559
C: 0.845 1.256 2.462
C: 0.630 2.432 1.742
C: 0.768 3.659 2.370
C: 1.102 3.715 3.717
C: 1.307 2.546 4.437
C: 1.185 1.313 3.812
C: 0.536 -1.655 2.731
C: -0.560 -1.638 3.597
C: -0.815 -2.725 4.414
C: 0.010 -3.843 4.361
C: 1.091 -3.868 3.494
C: 1.357 -2.777 2.677
H: 2.201 -3.501 -3.301
H: 2.636 -2.842 -5.661
H: 1.851 -0.630 -6.468
H: 0.531 0.824 -4.996
H: -2.830 0.980 -4.475
H: -5.125 1.896 -4.462
H: -6.013 2.981 -2.429
H: -4.593 3.171 -0.411
H: -2.299 2.278 -0.426
H: -1.132 3.637 -2.528
H: 0.334 5.537 -2.057
H: 2.693 5.171 -1.405
H: 3.580 2.858 -1.281
H: 2.130 0.955 -1.780
H: 3.788 -2.080 -1.915
H: 5.777 -0.952 -0.980
H: 5.547 0.470 1.038
H: 3.362 0.733 2.119
H: 0.379 2.392 0.686
H: 0.613 4.570 1.806
H: 1.202 4.674 4.208
H: 1.568 2.593 5.485
H: 1.353 0.401 4.371
H: -1.214 -0.772 3.633
H: -1.659 -2.704 5.091
H: -0.193 -4.694 4.997
H: 1.733 -4.737 3.447
H: 2.201 -2.814 1.999
N: -3.612 -0.252 1.628
C: -3.335 -1.582 1.501
C: -4.147 -2.545 2.121
C: -3.850 -3.873 1.953
C: -2.747 -4.247 1.183
C: -1.999 -3.254 0.609
N: -2.286 -1.942 0.753
H: -4.304 0.035 2.297
H: -2.917 0.433 1.386
H: -4.990 -2.227 2.718
H: -4.469 -4.625 2.423
H: -2.478 -5.282 1.037
H: -1.122 -3.489 0.020

Record 7
A 2-piece molecular cluster, CH6N4O2 overall in a non-equilibrium geometry, computed with ωB97M-V with the def2-TZVPD basis set.

Output
HOMO level (spin up / spin down) = -9.3 / -9.7 eV
Total energy = -11184.692 eV
Total charge = 0

Atoms and positions in Å:
C: -1.006 -0.414 -0.065
N: 2.713 -1.333 -0.175
N: 3.351 0.729 0.329
N: -0.920 0.618 -0.856
N: -1.809 -0.199 1.103
O: -0.500 -1.487 -0.227
O: 2.466 -0.056 0.065
H: 1.880 -1.885 -0.433
H: 4.340 0.285 0.259
H: -1.760 1.216 -0.798
H: -0.540 0.578 -1.738
H: -1.549 -0.728 1.911
H: -1.973 0.834 1.213

Record 8
A 2-piece molecular cluster, C4H11PS3 overall in a non-equilibrium geometry, computed with ωB97M-V with the def2-TZVPD basis set.

Output
HOMO level (spin up / spin down) = -7.8 / -7.8 eV
Total energy = -46119.509 eV
Total charge = 0

Atoms and positions in Å:
C: -0.870 1.533 -1.126
C: -0.833 -1.010 -1.302
C: -1.400 0.099 0.868
C: -0.955 0.202 -0.487
P: 1.601 -0.363 0.385
S: 3.054 -1.424 -0.426
S: 2.362 1.548 1.134
S: 0.948 -1.466 2.236
H: -0.106 1.568 -1.965
H: -1.922 1.840 -1.444
H: -0.500 2.310 -0.425
H: -0.030 -1.112 -2.006
H: -1.836 -1.248 -1.754
H: -0.636 -1.734 -0.493
H: -1.268 -0.883 1.312
H: -0.821 0.777 1.466
H: -2.621 0.248 0.949
H: 3.706 1.223 0.862
H: 2.128 -2.105 2.214

Record 9
One molecule with the formula C22H40O7, computed with ωB97M-V with the def2-TZVPD basis set.

Output
HOMO level = -10.2 eV
SMILES = CCCCCCCCCCCCCCCC[C@H](C(=O)O)[C@](O)(CC(=O)O)C(=O)O
Total energy = -37798.349 eV
Total charge = 0

Atoms and positions in Å:
C: 0.526 -0.699 -3.609
C: 0.154 -2.141 -3.937
C: 0.372 -3.095 -2.763
C: 1.842 -3.240 -2.379
C: 2.092 -4.308 -1.311
C: 1.344 -4.082 0.005
C: 1.580 -2.692 0.588
C: 1.096 -2.534 2.029
C: -0.386 -2.843 2.256
C: -1.327 -2.093 1.308
C: -2.678 -1.775 1.958
C: -2.624 -0.501 2.805
C: -2.681 0.752 1.929
C: -2.277 2.014 2.688
C: -2.398 3.288 1.848
C: -1.512 3.308 0.600
C: -0.022 3.457 0.940
C: 0.335 4.925 1.083
O: 0.276 5.740 0.200
O: 0.709 5.226 2.323
C: 0.926 2.838 -0.121
O: 2.244 3.175 0.277
C: 0.599 3.306 -1.545
C: 1.606 2.791 -2.538
O: 2.755 2.518 -2.275
O: 1.105 2.679 -3.757
C: 0.775 1.300 -0.019
O: -0.115 0.689 -0.546
O: 1.704 0.744 0.736
H: 0.217 -0.037 -4.416
H: 1.600 -0.596 -3.473
H: 0.032 -0.379 -2.694
H: 0.737 -2.481 -4.797
H: -0.901 -2.175 -4.220
H: -0.196 -2.725 -1.909
H: -0.024 -4.079 -3.029
H: 2.222 -2.284 -2.020
H: 2.416 -3.509 -3.271
H: 1.807 -5.285 -1.711
H: 3.165 -4.338 -1.106
H: 1.681 -4.835 0.723
H: 0.277 -4.238 -0.154
H: 2.652 -2.477 0.569
H: 1.086 -1.945 -0.030
H: 1.687 -3.183 2.682
H: 1.287 -1.501 2.330
H: -0.556 -3.917 2.163
H: -0.624 -2.572 3.288
H: -0.857 -1.163 0.989
H: -1.493 -2.692 0.412
H: -2.983 -2.621 2.579
H: -3.438 -1.646 1.184
H: -1.699 -0.495 3.385
H: -3.457 -0.487 3.512
H: -2.015 0.608 1.080
H: -3.694 0.873 1.538
H: -2.917 2.122 3.567
H: -1.253 1.899 3.050
H: -2.160 4.152 2.473
H: -3.436 3.391 1.525
H: -1.807 4.144 -0.037
H: -1.666 2.388 0.040
H: 0.201 2.979 1.897
H: 0.945 6.165 2.396
H: 2.822 3.048 -0.501
H: -0.389 2.959 -1.842
H: 0.607 4.400 -1.570
H: 1.768 2.339 -4.381
H: 2.337 1.448 1.005

Record 10
CaI as an isolated structure in a non-equilibrium geometry, computed with ωB97M-V with the def2-TZVPD basis set.

Output
HOMO level = -11.5 eV
Total energy = -26530.050 eV
Total charge = +1

Atoms and positions in Å:
Ca: -0.648 0.526 2.068
I: 0.648 -0.526 -2.068

Record 11
A 2-piece molecular cluster, C4H9N2S overall in a non-equilibrium geometry, computed with ωB97M-V with the def2-TZVPD basis set.

Output
HOMO level (spin up / spin down) = -13.0 / -13.4 eV
Total energy = -18093.785 eV
Total charge = +1

Atoms and positions in Å:
C: -2.222 -1.627 2.337
C: 1.168 0.980 0.649
C: 2.158 1.094 -1.544
C: -1.196 -0.679 -0.546
N: 1.153 0.729 -0.584
N: -1.218 -0.258 0.774
S: -0.268 0.697 1.611
H: -3.047 -1.191 2.761
H: -2.541 -2.405 1.630
H: 2.046 1.529 1.198
H: 1.846 1.871 -2.134
H: 2.504 0.258 -2.193
H: 3.148 1.628 -1.109
H: -2.115 -0.802 -1.057
H: -0.834 -1.777 -0.444
H: -0.583 -0.049 -1.347

Record 12
H14O7Pt as an isolated structure, computed with ωB97M-V with the def2-TZVPD basis set.

Output
HOMO level (spin up / spin down) = -17.9 / -17.5 eV
<S²> = 2.0061
Total energy = -17781.662 eV
2S+1 = 3
Total charge = +2

Atoms and positions in Å:
Pt: 0.035 -0.082 -0.144
O: 1.004 2.916 2.033
H: 0.915 2.996 2.983
H: 1.260 3.791 1.742
O: -0.232 -1.533 -3.470
H: -0.898 -1.724 -4.130
H: 0.408 -2.239 -3.564
O: 1.286 -1.171 3.124
H: 1.950 -0.828 3.722
H: 1.027 -2.009 3.509
O: -2.947 0.554 1.486
H: -3.525 1.317 1.499
H: -3.433 -0.124 1.956
O: -0.964 2.649 -2.027
H: -0.530 3.493 -2.150
H: -1.842 2.776 -2.388
O: 3.271 0.130 -1.387
H: 3.411 -0.077 -2.311
H: 4.137 0.374 -1.061
O: -1.205 -3.433 0.250
H: -2.162 -3.429 0.231
H: -0.966 -4.347 0.097